No. 1
12
Properties=species:S:1:pos:R:3:nbo_charge:R:1 method="wB97M-V/def2-TZVPD" orbital_gap_ev=10.13 e_lumo_ev=1.0 homo_energy_ev=-9.17 relative_energy_kj_mol=158.3 largest_force_ha_per_bohr=0.0241 total_charge=0
C 1.60669 -4.29531 1.82175 -0.525
C 1.44514 -3.07538 2.34133 0.160
O 0.72985 -2.06722 1.73930 -0.702
H 2.56730 -4.78359 1.90307 0.214
H 0.86252 -4.70334 1.14705 0.203
H 1.92028 -2.78377 3.27498 0.163
H 1.09958 -1.97765 0.85796 0.488
C -2.04056 4.72544 -2.63310 -0.849
H -1.39023 4.83668 -1.76589 0.212
H -1.83172 5.53612 -3.32740 0.212
H -3.06136 4.83783 -2.26787 0.212
H -1.90749 3.75017 -3.09118 0.213


No. 2
12
Properties=species:S:1:pos:R:3:nbo_charge:R:1 method="wB97M-V/def2-TZVPD" orbital_gap_ev=11.43 e_lumo_ev=1.1 homo_energy_ev=-10.31 relative_energy_kj_mol=108.0 largest_force_ha_per_bohr=0.0588 total_charge=0
C -1.50296 0.12025 -0.00555 -0.631
C -0.07605 -0.35599 -0.31016 -0.372
C 1.01368 0.51848 0.23114 -0.074
O 2.17049 -0.27158 0.11389 -0.705
H -1.56185 0.70627 0.92331 0.209
H -2.11360 -0.76889 0.11094 0.221
H -1.96755 0.73094 -0.79747 0.217
H 0.30948 -1.44974 0.08132 0.141
H 0.09260 -0.45322 -1.38917 0.212
H 0.83113 0.88010 1.26130 0.155
H 0.96721 1.38609 -0.44224 0.175
H 1.74040 -1.19513 0.17971 0.452